1.
This record from the Open Molecules 2025 dataset describes C23H20BrN2OOsPS as an isolated structure. The level of theory is ωB97M-V/def2-TZVPD.

Each line ends with the Löwdin charge.
Cartesian coordinates (Å):
1 Os -1.3343 0.1593 -0.3172  0.95
2 O -2.9350 -1.0725 -0.0034  -0.34
3 N -4.1586 -0.6097 -0.3502  -0.17
4 C -5.1231 -1.5374 -0.5353  0.03
5 C -6.3904 -1.1366 -0.8541  0.01
6 C -6.6591 0.2278 -0.9854  0.00
7 C -5.6512 1.1484 -0.7967  -0.04
8 C -4.3676 0.7184 -0.4678  -0.61
9 S -3.0579 1.8246 -0.1657  0.67
10 H -4.8042 -2.5615 -0.4162  0.15
11 H -7.1555 -1.8843 -1.0029  0.13
12 H -7.6556 0.5646 -1.2368  0.14
13 H -5.8259 2.2100 -0.8990  0.13
14 N -1.1950 0.0714 1.8557  -0.07
15 C 0.1248 0.2306 2.4888  -0.28
16 C 0.2182 0.3431 3.8644  0.00
17 C 1.4731 0.4873 4.4367  -0.02
18 C 2.6138 0.5188 3.6405  -0.03
19 C 2.5048 0.4087 2.2653  -0.04
20 C 1.2469 0.2634 1.6797  -0.30
21 P 1.0374 0.0748 -0.0960  0.91
22 C 1.7368 -1.4843 -0.6241  -0.37
23 C 3.1222 -1.5937 -0.7669  -0.08
24 C 3.6804 -2.8180 -1.0940  -0.04
25 C 2.8647 -3.9276 -1.2791  -0.03
26 C 1.4881 -3.8214 -1.1392  -0.05
27 C 0.9225 -2.5996 -0.8113  -0.11
28 C 1.8421 1.4384 -0.9108  -0.38
29 C 2.2965 1.2890 -2.2240  -0.10
30 C 2.8682 2.3702 -2.8712  -0.04
31 C 2.9742 3.5946 -2.2206  -0.03
32 C 2.5088 3.7484 -0.9216  -0.04
33 C 1.9382 2.6728 -0.2613  -0.07
34 H -1.8423 0.7643 2.2302  0.10
35 H -1.5964 -0.8346 2.1064  0.12
36 H -0.6689 0.3195 4.4858  0.13
37 H 1.5614 0.5776 5.5108  0.13
38 H 3.5878 0.6333 4.0955  0.13
39 H 3.3932 0.4442 1.6472  0.12
40 H 3.7626 -0.7290 -0.6416  0.11
41 H 4.7520 -2.9059 -1.2103  0.12
42 H 3.3059 -4.8804 -1.5396  0.12
43 H 0.8573 -4.6861 -1.2928  0.12
44 H -0.1561 -2.5273 -0.7162  0.07
45 H 2.2100 0.3371 -2.7329  0.11
46 H 3.2340 2.2597 -3.8829  0.12
47 H 3.4248 4.4352 -2.7315  0.12
48 H 2.5954 4.7039 -0.4225  0.12
49 H 1.5854 2.7927 0.7561  0.11
50 Br -1.1543 -0.0219 -2.6420  0.27

Calculated values
- Lowest unoccupied orbital energy (alpha / beta): -6.27 / -8.53 eV
- Frontier orbital gap (alpha / beta): 8.47 / 6.35 eV
- Energy above the lowest of the compared OMol25 structures with the same formula, charge and spin: 0.0000 eV
- 2S+1: 5
- Charge: +2
- M: 673.6 g/mol

2.
This record from the Open Molecules 2025 dataset describes one molecule with the formula HNP4 in a non-equilibrium geometry. The level of theory is ωB97M-V/def2-TZVPD.

Each line ends with the Löwdin charge.
Cartesian coordinates (Å):
1 N 1.4171 -0.9010 0.2595  -0.82
2 P -0.1751 -1.6963 0.2076  0.49
3 P 1.7008 0.6646 0.2108  0.26
4 P -0.1004 1.6975 0.1994  0.14
5 P -1.5610 -0.0079 0.2253  0.14
6 H -1.2814 0.2431 -1.1025  -0.21

Calculated values
- Lowest unoccupied orbital energy (alpha / beta): -2.10 / -2.09 eV
- Frontier orbital gap (alpha / beta): 6.79 / 6.80 eV
- Energy above the lowest of the compared OMol25 structures with the same formula, charge and spin: 0.6863 eV
- M: 138.9 g/mol

Q: Which value of energy above the lowest of the compared OMol25 structures with the same formula, charge and spin does entry 1 give?
A: 0.0000 eV